Version a
Formula: C2H11N3O2
Source: OMol25
Level of theory: wB97M-V/def2-TZVPD

Last column: Löwdin charge in e.
Element x y z (Å)
H: 1.67886 2.19726 -0.34233  0.048
N: 1.74362 1.14879 -0.54920  0.038
C: 0.86797 0.69607 -1.44070  -0.572
N: -0.08509 1.64477 -1.98376  0.072
N: 0.59499 -0.58397 -1.61391  -0.020
C: 1.27265 -1.65571 -0.77589  -0.044
H: 0.08770 2.59496 -1.69088  0.064
H: -1.02651 1.42761 -1.64800  0.074
H: -0.21256 -0.63932 -2.14727  0.095
H: 0.48287 -2.29110 -0.53506  0.029
H: 2.02337 -2.32398 -1.38515  0.109
H: 1.60706 -0.96309 0.13459  0.107
O: 1.58600 -1.49444 5.76962  -0.159
H: 1.91493 -1.23525 4.78347  0.107
H: 0.60528 -1.32846 5.57848  0.052
O: -4.22131 0.81741 -0.38325  -0.062
H: -4.21736 1.70362 -0.72912  0.018
H: -4.70248 0.28484 -1.04164  0.045

Kohn-Sham gap = 9.1 eV
2S+1 = 1
SMILES = [H]/N=C(\N)NC.O.O
LUMO energy = 0.44 eV



Version b
Formula: C2H11N3O2
Source: OMol25
Level of theory: wB97M-V/def2-TZVPD

Last column: Löwdin charge in e.
Element x y z (Å)
H: -0.22171 2.03990 -0.63762  0.051
N: -0.57486 1.21915 -0.16356  0.125
C: -0.63652 0.29701 -1.04029  -0.529
N: 0.25352 0.33363 -2.20012  0.075
N: -1.02230 -0.97229 -0.69129  -0.034
C: -1.20812 -1.18701 0.73147  -0.094
H: -0.21549 0.39026 -3.09728  0.071
H: 0.83159 -0.49449 -2.20787  0.066
H: -0.81422 -1.68550 -1.36107  0.116
H: -0.38183 -0.82449 1.34198  0.089
H: -2.03560 -0.54129 0.97947  0.039
H: -1.53657 -2.20219 0.93180  0.086
O: 5.77742 -0.03895 0.26335  -0.059
H: 5.14919 0.24893 0.93573  0.034
H: 5.36477 0.28988 -0.53550  0.025
O: -2.90142 1.34813 2.47925  -0.070
H: -3.49243 0.59544 2.55793  0.026
H: -2.33542 1.18389 1.71363  -0.017

Kohn-Sham gap = 9.7 eV
2S+1 = 1
SMILES = [H]/N=C(\N)NC.O.O
LUMO energy = 0.38 eV



It is version a that is the least stable of them.